1.
# C14H25O11S

A cluster of 5 separate species, C14H25O11S in total at a distorted geometry (the ωB97M-V functional and the def2-TZVPD basis, the OMol25 dataset).

Computed properties:
**Gap between HOMO and LUMO**: 7.29 eV
**2S+1**: 1
**Total charge**: -1
**ΔE to the lowest compared entry with this formula, charge and spin**: 1.7 kcal per mole

CARTESIAN COORDINATES (ANGSTROEM)
H1 4.21628 0.08995 -2.15164
H2 1.93442 -2.69073 -0.35392
H3 0.95912 -0.95949 -1.34298
H4 0.43203 1.01780 3.40005
H5 -1.44508 5.26062 1.29536
H6 2.31431 -0.87149 2.14443
H7 -2.04974 0.36762 -1.59690
H8 2.00444 0.87059 1.63716
O1 -5.14710 1.69036 1.14629
C1 -4.13057 -0.31141 -1.60054
H9 -5.09402 0.06531 -3.50364
H10 -2.27386 3.88373 0.42825
O2 0.78813 -0.94429 4.14095
C2 -4.09701 0.06902 -3.06311
S1 0.16112 3.50651 0.99808
H11 -3.50609 -0.65433 -3.62496
O3 -3.14290 0.84393 0.22215
H12 -2.34561 -0.85882 -0.49976
O4 3.29236 -4.00271 -1.33340
C3 2.01525 0.13398 2.44053
C4 -0.47178 -0.77202 2.41761
H13 3.50825 -1.28480 -0.19939
O5 4.84675 -2.35464 -1.36397
C5 -0.46095 -1.46550 4.55198
O6 -5.11718 0.51433 -0.86577
H14 2.90866 0.49137 2.95259
H15 -1.11140 4.90589 -0.41766
O7 -1.26395 -1.32352 3.47622
H16 0.73727 2.39914 -1.10464
C6 -4.52771 1.06069 0.28326
C7 4.63504 -3.69784 -1.37446
O8 1.51146 4.25228 0.81361
O9 -0.67377 -2.21842 5.48963
H17 0.50493 1.20070 0.18906
C8 0.63997 -0.01449 3.11855
C9 -2.82129 0.03551 -0.90226
H18 2.46776 -0.26103 -2.32038
C10 2.50453 -2.81655 -1.27437
H19 1.77105 -2.78216 -2.07993
H20 -0.87621 1.98304 -0.58680
C11 3.46605 -0.69388 -2.25592
C12 3.57557 -1.74400 -1.18565
H21 0.04793 -1.53328 1.83582
H22 -3.55950 1.01473 -3.13253
O10 5.43855 -4.56275 -1.23657
O11 0.12310 -1.00031 -0.83907
H23 -0.95518 -0.12304 1.68737
C13 0.14166 2.13927 -0.22953
H24 -4.40536 -1.36524 -1.55536
C14 -1.36309 4.47022 0.54927
H25 3.89316 -0.95960 -3.22291

Forces on atoms 1 to 3 (eV/Å):
-0.27 0.59 1.13
-0.24 -0.83 -0.04
-0.88 0.08 0.38


2.
# C14H26BBrClEuF3O6P

A structure of composition C14H26BBrClEuF3O6P at a distorted geometry (the ωB97M-V functional and the def2-TZVPD basis, the OMol25 dataset).

Computed properties:
**Gap between HOMO and LUMO (alpha / beta)**: 2.92 / 3.13 eV
**2S+1**: 8
**Total charge**: +1
**<S²>**: 15.76

CARTESIAN COORDINATES (ANGSTROEM)
F1 -2.36074 -0.84972 2.26468
O1 -0.26127 0.61971 -1.24140
C1 -0.39584 -1.77292 -0.15641
C2 0.77375 -4.02812 -1.06314
C3 -4.02362 2.07552 -1.97004
C4 -0.01034 -0.19836 -0.05013
C5 1.97093 2.12470 -0.69826
H1 1.72465 -1.97549 -1.07021
C6 1.00098 -2.58215 -0.40530
C7 -1.12055 -4.59967 -2.40088
H2 0.04486 -4.59273 -0.35798
H3 1.55812 -2.75630 0.59322
O2 0.62665 -0.66839 3.14960
H4 2.42393 -1.79532 5.26502
Br1 4.50078 2.21390 -2.51465
H5 -1.61755 -4.55421 -3.42725
F2 -2.86656 0.07574 0.23744
H6 2.58093 -0.04146 2.54460
B1 0.05096 0.55774 2.65096
H7 -1.96573 1.82184 -3.03684
H8 -1.02662 -5.68342 -2.00211
H9 -4.33553 2.36468 -0.90728
P1 0.06129 2.30021 -0.87502
C8 -1.77882 2.92778 -0.98985
H10 2.32510 -2.67597 3.65419
O3 2.36427 4.08995 -2.25752
O4 -0.31391 2.06742 0.82888
H11 2.22765 2.49520 0.36775
H12 2.35110 1.04918 -0.84914
C9 -2.17704 0.31679 1.48613
C10 -0.64876 0.67334 1.15145
H13 2.13793 0.44928 4.28143
C11 2.68269 -1.70414 4.14868
H14 0.16111 2.51104 -2.30966
H15 0.01795 1.46664 4.44654
H16 -1.02008 -1.94013 -1.09745
H17 3.82551 -1.62213 4.07255
H18 -4.83495 2.50427 -2.67021
C12 2.02251 -0.38738 3.48669
H19 -0.84468 -2.19600 0.80323
H20 -1.72909 -4.03454 -1.59328
H21 -4.06926 0.93672 -2.04443
Eu1 5.97212 0.55869 -3.06104
Cl1 -1.74550 4.79393 -0.90514
H22 1.09517 -0.27967 0.30046
O5 0.04003 1.73681 3.49129
C13 -2.52690 2.55820 -2.36733
O6 0.20221 -3.94877 -2.40740
C14 2.75964 3.00742 -1.81180
H23 0.35389 3.71217 -0.64976
H24 -2.67189 3.54226 -2.96132
H25 -2.37056 2.60488 -0.07004
H26 1.71274 -4.67889 -1.12484
F3 -2.85365 1.40985 2.12228

Forces on atoms 1 to 3 (eV/Å):
0.62 2.74 -1.53
1.57 -1.17 2.51
1.46 0.18 -0.97


3.
# C14H26BF10N2O20S5Zr

A structure of composition C14H26BF10N2O20S5Zr at a distorted geometry (the ωB97M-V functional and the def2-TZVPD basis, the OMol25 dataset).

Computed properties:
**Gap between HOMO and LUMO**: 3.23 eV
**2S+1**: 1
**Total charge**: -3

CARTESIAN COORDINATES (ANGSTROEM)
O1 0.44355 3.10612 2.79306
O2 -4.97676 -2.27094 -0.31791
C1 0.15137 4.30951 -1.71054
H1 -0.58185 0.08634 0.55605
O3 -1.84183 3.53895 2.02372
C2 -1.01252 3.43048 -1.28721
H2 -4.52733 1.30981 -0.90945
O4 0.57151 -2.61453 -2.45665
O5 1.42698 -3.28163 5.35017
O6 3.10107 0.73240 -5.37034
H3 -5.11693 -0.05919 -1.78799
H4 -0.72378 2.38592 -1.19889
C3 -0.38254 2.06399 4.64232
O7 -1.28774 3.14645 4.40859
F1 3.13026 -3.16832 3.73009
O8 -0.63691 5.23721 3.32243
B1 0.21261 -0.34491 -0.21920
H5 1.18121 1.18897 3.43241
C4 3.58195 -2.41875 0.35285
S1 -0.43469 -2.71296 3.08140
H6 4.27309 -3.28275 0.33808
S2 0.25039 0.55487 -4.32477
C5 0.26190 1.74302 3.29834
H7 -0.18017 5.34447 -1.76382
H8 5.25040 -1.43523 -0.66053
O9 -1.14889 -3.41635 4.11962
C6 2.94568 3.22677 0.49271
H9 -3.00050 -1.29449 -1.62124
H10 -2.15946 0.05984 -1.12547
H11 4.73223 -0.65655 0.79525
C7 1.94242 3.20073 -0.67521
N1 1.50841 0.20812 -3.37553
O10 1.96155 -1.19323 4.10103
H12 0.53825 3.96712 -2.67042
O11 -0.01102 -5.27506 -1.21006
H13 0.38110 -4.07250 -3.81698
H14 -1.04217 -3.16392 -3.63798
S3 2.58534 1.31278 -4.18328
O12 0.31110 -0.01871 -5.61988
H15 0.12407 0.00624 -1.30722
O13 1.78181 2.23953 -1.35665
H16 -0.82787 1.17282 5.07832
F2 3.72506 1.15569 -3.13064
H17 3.28292 -2.30533 1.40570
F3 -1.17954 -3.38888 1.82152
O14 2.31851 2.70689 -4.14374
C8 -4.21056 0.52794 -1.60470
H18 1.26714 0.02713 0.06235
C9 -4.60509 -1.93423 2.01110
H19 0.21604 -1.48746 -0.16240
H20 -0.50525 1.28790 2.67191
F4 -0.84188 -0.31846 -3.58901
O15 1.21580 4.30733 -0.73212
H21 -3.94229 1.01049 -2.54439
F5 2.71860 2.19170 1.28563
O16 -0.71459 -1.31946 2.91231
O17 2.36358 -2.68717 -0.27185
C10 4.33263 -1.16522 -0.10026
C11 -4.39245 -1.63737 0.51501
F6 -4.01112 -1.04623 2.80425
C12 -3.14741 -0.38283 -1.03421
S4 -0.91288 3.87952 3.03818
C13 -0.23639 -3.60526 -3.01444
H22 -1.72432 -4.35853 -1.66530
Zr1 1.76854 -1.07848 -1.74280
H23 -1.79211 3.50267 -2.04935
F7 -4.16440 -3.13889 2.33040
O18 -0.37516 1.81566 -4.13481
O19 3.54837 -0.30350 -0.87057
S5 1.64515 -2.59398 4.11376
F8 4.21031 3.15345 0.04954
C14 -0.76884 -4.76097 -2.14931
N2 0.99424 -3.35123 2.65731
H24 0.40383 2.40769 5.32167
O20 -3.48863 -0.72454 0.31414
F9 -5.93103 -1.89733 2.29506
F10 2.85961 4.34039 1.24897
H25 -1.44840 3.78056 -0.35095
H26 -1.23329 -5.50210 -2.87716

Forces on atoms 1 to 3 (eV/Å):
0.31 0.26 -0.16
-0.48 -0.05 -0.03
-0.49 -0.49 -0.17


4.
# C14H26BF3NO3PSSi2

A structure of composition C14H26BF3NO3PSSi2 at a distorted geometry (the ωB97M-V functional and the def2-TZVPD basis, the OMol25 dataset).

Computed properties:
**Gap between HOMO and LUMO**: 8.12 eV
**2S+1**: 1

CARTESIAN COORDINATES (ANGSTROEM)
H1 -2.51230 2.02985 0.36831
C1 -0.22933 0.93567 1.96258
F1 -4.30153 0.40827 -2.91144
H2 -1.70822 3.12224 -0.87069
C2 -2.07786 -0.47857 3.33836
H3 -3.84569 -3.69767 2.57731
Si1 0.02691 1.61324 0.18936
H4 5.19391 -0.67161 1.62653
H5 3.91377 1.82071 1.78533
C3 -3.78311 1.20949 -1.84441
H6 -2.00213 0.30313 4.17070
C4 -2.32926 -2.65274 1.12904
C5 -3.04361 -1.68184 3.54406
C6 -2.41480 -3.75397 -0.02604
C7 0.94193 3.28358 0.31937
H7 0.73283 0.64981 2.50984
H8 0.45265 3.84934 1.20679
H9 2.05855 3.20281 0.61042
H10 2.28843 -2.56642 -0.23341
H11 1.18144 -2.99797 -1.62977
P1 2.96260 -1.25303 -2.32081
H12 -0.75457 -1.38200 0.00067
H13 -3.66943 -1.83158 4.48689
H14 -3.49477 -3.91843 -0.39503
H15 0.71198 3.66921 -1.75174
H16 -1.93692 -4.75797 0.27529
C8 -1.21209 -0.32409 2.04930
S1 3.18011 2.23953 -2.14870
C9 -1.36841 -1.42121 0.96811
Si2 2.41406 0.52816 -1.07269
H17 1.12879 -1.33740 -3.57127
H18 -1.80158 1.69071 -2.69323
H19 -1.77963 0.06159 -1.72427
H20 4.29668 -1.82262 0.38280
O1 0.68919 0.46763 -0.92287
H21 -0.71676 1.77390 2.59557
O2 2.08315 -1.19363 -3.80310
B1 3.41596 0.34215 0.58503
O3 3.22707 1.10390 1.80496
F2 -4.36717 0.69149 -0.65023
H22 5.39082 -0.39694 -0.18726
C10 -1.75135 2.03234 -0.48054
H23 2.94711 -3.71024 -1.54623
C11 4.64280 -0.76359 0.62055
H24 4.11055 1.71220 -3.05806
C12 2.28822 -2.78244 -1.37117
F3 -4.22154 2.57352 -1.95129
C13 -3.16550 -2.79347 2.44989
N1 0.72572 4.20117 -0.87335
C14 -2.16747 1.13047 -1.75307
H25 -1.84424 -3.33773 -0.93418
H26 1.49397 4.88106 -0.83224

Forces on atoms 1 to 3 (eV/Å):
0.94 -0.32 -1.18
-0.54 -1.11 1.02
0.90 2.28 2.29


5.
# C14H26Cl3CsF9N4O4P

A structure of composition C14H26Cl3CsF9N4O4P at a distorted geometry (the ωB97M-V functional and the def2-TZVPD basis, the OMol25 dataset).

Computed properties:
**Gap between HOMO and LUMO**: 5.75 eV
**2S+1**: 1

CARTESIAN COORDINATES (ANGSTROEM)
C1 -2.95041 -2.75907 -2.44438
C2 4.36313 2.71136 -4.10230
F1 -3.44230 -2.13247 -0.21242
O1 1.11909 3.54137 0.37783
H1 -0.42992 -0.77605 0.85723
H2 4.51187 1.64079 -4.15075
F2 -1.51772 -1.52017 -0.97649
O2 -1.91190 -2.78650 -3.28309
P1 -5.07956 -3.00335 1.78149
C3 3.07225 -0.55044 3.40133
C4 -2.45801 -2.50040 -1.01391
Cs1 -3.53670 1.79634 2.28726
H3 -3.59943 -1.42389 -4.95481
H4 -2.97638 -3.85171 -4.72564
Cl1 2.76581 3.07359 -4.75208
H5 1.93738 1.95019 3.11307
H6 -2.18572 -0.88572 2.71310
C5 0.35207 -0.50766 1.56924
H7 2.78826 -2.64144 3.67931
F3 -6.33723 -3.38879 2.76765
H8 0.26157 -0.00993 3.66411
F4 -5.10376 -1.69449 0.71188
H9 3.43228 0.07537 -0.71595
C6 -2.22676 -3.06418 -4.65807
C7 -2.67139 -1.80881 -5.37741
O3 -0.41948 5.11215 -0.21172
H10 0.69049 4.48706 -2.54527
H11 -2.83145 -2.01115 -6.43614
C8 -1.78294 0.14629 2.86042
H12 3.61962 2.03936 3.58806
H13 -1.91979 -1.02446 -5.27747
H14 0.75829 -1.45585 1.91834
N1 1.37363 0.29856 0.81140
Cl2 4.48293 3.20979 -2.41120
H15 3.76207 3.52271 2.05620
H16 -2.05012 0.43718 3.93754
O4 -4.09041 -2.94040 -2.74135
C9 3.30483 -1.84560 3.15954
H17 4.02969 -2.10061 2.39051
F5 -1.88554 -3.59946 -0.50273
N2 3.31790 2.71022 1.65194
H18 2.46710 3.00571 1.15096
C10 -0.23534 0.29828 2.73653
N3 3.47474 -0.38674 0.18724
H19 1.66158 5.73640 -1.74704
C11 2.69119 0.08675 1.13523
H20 1.14815 1.30542 0.77975
H21 -2.29453 0.94398 2.19646
F6 -4.98065 -1.83403 2.93823
H22 4.12937 -1.13642 0.36122
H23 -1.31085 -3.44739 -5.10490
C12 2.95994 1.80826 2.74720
N4 3.28526 0.40479 2.37041
C13 1.34915 4.69246 -1.70057
H24 2.23199 4.05727 -1.78436
F7 -4.62444 -4.57857 1.96194
H25 -0.03006 1.37140 2.65454
H26 2.76712 -0.25136 4.40144
F8 -6.02760 -3.55110 0.56665
Cl3 5.62074 3.48397 -5.06972
C14 0.60350 4.43252 -0.38586
F9 -3.42262 -2.91128 1.80035

Forces on atoms 1 to 3 (eV/Å):
0.10 -0.14 -0.65
0.00 0.15 -0.02
2.58 -0.08 -3.34